{"formula": "C18H19FN2O", "method": "ωB97M-V/def2-TZVPD", "e_tot_ev": -26719.770, "multiplicity": 1, "de_lowest_kj_mol": 56.13, "homo_lumo_gap_ev": 9.53, "symbols": ["O", "C", "N", "C", "H", "C", "N", "C", "C", "H", "H", "H", "H", "C", "C", "C", "C", "C", "C", "C", "H", "H", "H", "H", "H", "H", "H", "H", "H", "H", "C", "C", "C", "C", "C", "C", "H", "H", "F", "H", "H"], "coordinates": [[2.2799, 1.4863, 0.8069], [1.4056, 1.7141, -0.0080], [0.1389, 2.0357, 0.3511], [-0.9977, 2.0518, -0.5424], [-0.6831, 1.6962, -1.5241], [-2.1032, 1.1332, 0.0177], [-1.4544, 0.0699, 0.7498], [-0.8957, 0.5676, 1.9948], [-0.2325, 1.9316, 1.7448], [0.6704, 2.0378, 2.3460], [-0.9187, 2.7515, 1.9766], [-1.6705, 0.6689, 2.7772], [-0.1550, -0.1577, 2.3387], [-2.2363, -1.1325, 0.9395], [-1.3426, -2.2847, 1.3193], [-0.1326, -2.4592, 0.6580], [0.7004, -3.5118, 0.9873], [0.3294, -4.4082, 1.9764], [-0.8756, -4.2430, 2.6359], [-1.7058, -3.1834, 2.3112], [-2.6439, -3.0552, 2.8334], [-1.1693, -4.9375, 3.4095], [0.9792, -5.2317, 2.2335], [1.6419, -3.6357, 0.4724], [0.1490, -1.7510, -0.1066], [-2.7265, -1.3680, -0.0117], [-3.0257, -1.0013, 1.7026], [-2.8022, 1.7090, 0.6502], [-2.6746, 0.7103, -0.8103], [-1.3773, 3.0764, -0.6454], [1.7052, 1.7122, -1.4760], [2.2536, 0.5665, -2.0417], [2.6042, 0.5429, -3.3791], [2.4190, 1.6879, -4.1327], [1.8985, 2.8487, -3.5887], [1.5393, 2.8539, -2.2531], [1.1400, 3.7529, -1.8081], [1.7829, 3.7253, -4.2063], [2.7589, 1.6750, -5.4383], [3.0223, -0.3395, -3.8371], [2.4041, -0.3052, -1.4236]], "atomic_forces_ev_per_a": [[0.2, -0.2, 0.1], [0.0, 0.2, -0.2], [-0.1, 0.2, 0.1], [-0.3, 0.0, -0.2], [-0.1, 0.1, 0.1], [0.1, 0.1, 0.0], [-0.2, 0.0, -0.1], [0.2, 0.0, 0.1], [0.1, 0.0, 0.2], [-0.2, 0.0, 0.0], [0.0, 0.0, 0.0], [0.0, 0.0, -0.1], [0.0, 0.1, 0.1], [0.0, 0.0, -0.1], [-0.1, -0.1, 0.1], [0.0, 0.0, 0.0], [0.0, 0.0, -0.1], [0.0, -0.1, 0.1], [0.0, -0.1, 0.1], [0.0, 0.1, -0.1], [-0.1, 0.0, 0.1], [0.0, -0.1, 0.1], [0.1, -0.1, 0.0], [0.1, 0.0, 0.0], [0.1, 0.1, -0.1], [0.0, 0.1, 0.1], [0.0, 0.0, -0.1], [0.0, 0.0, -0.1], [0.0, 0.0, 0.1], [0.0, -0.1, -0.1], [0.2, 0.0, -0.1], [-0.1, 0.2, 0.1], [0.0, 0.1, -0.2], [0.0, 0.0, 0.1], [0.1, -0.1, -0.2], [0.0, -0.2, 0.1], [-0.1, 0.1, 0.0], [0.0, 0.1, -0.1], [0.0, 0.0, 0.1], [0.0, -0.1, -0.1], [0.0, -0.1, 0.1]], "lowdin_charge": [0.08, -0.42, -0.05, -0.12, 0.12, -0.16, -0.18, -0.14, -0.11, 0.12, 0.12, 0.13, 0.12, -0.16, -0.22, -0.04, -0.08, -0.09, -0.09, -0.05, 0.11, 0.10, 0.10, 0.10, 0.11, 0.13, 0.12, 0.12, 0.12, 0.12, -0.16, -0.01, 0.00, -0.27, 0.00, -0.03, 0.12, 0.12, 0.06, 0.12, 0.12]}

{"formula": "C19H30Cl2MnN4O2PSb", "method": "ωB97M-V/def2-TZVPD", "e_tot_ev": -102427.382, "multiplicity": 6, "homo_lumo_gap_ev": [3.97, 4.64], "total_charge": -2, "symbols": ["Mn", "C", "C", "Sb", "C", "C", "C", "C", "H", "H", "H", "H", "H", "H", "H", "H", "H", "H", "H", "H", "H", "H", "H", "C", "P", "C", "C", "O", "H", "H", "H", "H", "H", "H", "H", "H", "H", "Cl", "C", "C", "C", "C", "C", "Cl", "C", "N", "H", "H", "H", "N", "C", "O", "C", "C", "N", "C", "N", "H", "H", "H"], "coordinates": [[0.7993, -0.3880, -0.0499], [-2.1512, 4.1547, 2.2765], [-2.4388, 2.7336, 1.8049], [-0.7240, 1.6890, 0.9324], [0.8428, 2.8084, 1.9389], [2.2072, 2.3641, 1.4354], [-0.5673, 2.6414, -1.0305], [-0.7858, 4.1433, -1.0323], [-3.0724, 4.5877, 2.7198], [-1.8253, 4.8071, 1.4487], [-1.3639, 4.1443, 3.0576], [-3.2726, 2.7228, 1.0723], [-2.7480, 2.1468, 2.6955], [0.7738, 2.6102, 3.0304], [0.7169, 3.8944, 1.7618], [2.3450, 1.2788, 1.6251], [3.0039, 2.9267, 1.9668], [2.2931, 2.5589, 0.3473], [-1.3234, 2.1750, -1.6970], [0.4420, 2.4122, -1.4319], [-1.8230, 4.3705, -0.7165], [-0.6526, 4.5335, -2.0633], [-0.0560, 4.6448, -0.3656], [-1.0904, -2.7193, 2.9525], [0.2928, -2.6059, 1.8366], [1.5254, -3.7185, 2.4799], [-0.2602, -3.3298, 0.3063], [0.7992, -1.2023, 1.6716], [-1.4314, -3.7541, 3.0475], [-1.9267, -2.1156, 2.5892], [-0.8117, -2.3585, 3.9465], [1.1212, -4.7293, 2.5863], [1.8698, -3.3829, 3.4621], [2.3882, -3.7640, 1.8097], [-0.6212, -4.3499, 0.4651], [0.5578, -3.3655, -0.4187], [-1.0756, -2.7414, -0.1236], [-3.3414, -3.1246, -0.9552], [-2.8520, -1.7787, -1.9256], [-3.6571, -1.4403, -3.0191], [-3.3124, -0.3649, -3.8369], [-2.1619, 0.3733, -3.5621], [-1.3549, 0.0373, -2.4694], [0.0568, 0.9974, -2.1893], [-1.6940, -1.0420, -1.6423], [-0.8684, -1.3874, -0.5228], [-4.5558, -2.0133, -3.2376], [-3.9390, -0.1027, -4.6866], [-1.8971, 1.2115, -4.2031], [2.3504, -1.7640, -2.6679], [2.8431, -1.7629, -1.3834], [1.7998, -1.7521, -0.6951], [4.1614, -1.7723, -1.0776], [4.6113, -1.7700, 0.2779], [5.0700, -1.7684, 1.3487], [5.1610, -1.7844, -2.0956], [6.0301, -1.7941, -2.8712], [1.6586, -2.5164, -2.6317], [1.6949, -0.9797, -2.6503], [2.2401, 0.4755, 0.3586]], "atomic_forces_ev_per_a": [[-1.0, 2.7, -0.3], [-0.2, 0.3, 0.3], [-0.4, 0.5, 0.1], [0.0, -0.5, 0.3], [-0.1, 0.6, 0.3], [0.5, 0.7, 0.9], [-1.2, 4.6, 2.4], [-0.3, 0.6, 0.2], [0.4, 0.1, -0.1], [-0.1, -0.2, 0.4], [-0.4, 0.1, -0.4], [0.4, -0.1, 0.4], [0.1, 0.0, -0.7], [-0.2, 0.2, -0.5], [-0.1, -0.4, 0.2], [0.1, 1.2, -0.2], [-0.2, 0.0, -0.2], [0.2, -0.4, 0.7], [-0.2, 1.5, 1.2], [-0.6, 3.2, 2.2], [0.4, 0.2, -0.1], [0.0, 0.0, 0.4], [-0.4, 0.0, -0.3], [-0.6, 0.0, 0.8], [-0.5, -0.5, -1.8], [0.6, -0.4, 0.7], [1.3, -4.4, 1.6], [0.0, -1.1, 3.4], [0.1, 0.0, -0.1], [0.2, 0.0, -0.2], [0.0, 0.0, 0.0], [-0.1, 0.1, -0.1], [0.1, 0.0, 0.0], [-0.2, 0.2, 0.0], [0.3, -0.7, 0.6], [-0.3, 0.0, 0.3], [-0.1, 0.4, 0.2], [-0.1, -0.2, 0.3], [-1.8, 0.7, -2.3], [0.4, -0.3, 0.7], [-0.3, 0.1, -0.3], [0.6, 0.1, 0.5], [-1.2, 0.3, -3.0], [1.6, -9.3, -5.8], [4.4, -1.4, 6.0], [-4.6, 5.0, -5.3], [0.1, 0.0, 0.1], [0.1, 0.0, 0.1], [0.1, -0.1, 0.1], [0.8, -0.2, -4.6], [-2.9, -0.1, -0.1], [3.4, -3.1, 2.6], [1.6, -0.1, 0.6], [0.6, 0.2, 1.0], [-0.6, -0.1, -1.1], [0.8, 0.0, -0.6], [-0.9, 0.0, 0.8], [0.3, 0.0, -0.3], [0.3, 0.2, -0.4], [-0.4, -0.6, -1.4]], "lowdin_charge": [0.36, -0.25, -0.47, 1.43, -0.46, -0.31, -0.67, -0.20, 0.05, 0.04, 0.05, 0.04, 0.03, 0.05, 0.03, -0.01, 0.05, 0.04, 0.01, -0.06, 0.05, 0.06, 0.06, -0.18, 0.58, -0.19, -0.29, -0.49, 0.05, 0.05, 0.04, 0.04, 0.05, 0.05, 0.03, 0.05, -0.10, 0.65, -0.63, -0.17, -0.18, -0.15, -0.53, 0.79, -0.42, -0.20, 0.08, 0.07, 0.09, 0.11, -0.55, -0.25, -0.21, -0.22, 0.11, -0.24, 0.09, 0.10, 0.04, 0.00]}

{"formula": "C5H8O3S", "method": "ωB97M-V/def2-TZVPD", "e_tot_ev": -22289.979, "multiplicity": 1, "de_lowest_kj_mol": 238.97, "homo_lumo_gap_ev": 10.44, "symbols": ["C", "C", "C", "C", "C", "O", "O", "O", "S", "H", "H", "H", "H", "H", "H", "H", "H"], "coordinates": [[0.0402, 1.4454, -0.0302], [-1.3954, 1.8803, 0.0741], [0.0026, -0.0767, -0.0220], [0.5889, -0.8028, 1.1680], [0.3918, -0.6605, -1.3364], [1.0266, 2.1059, 0.0861], [-2.3862, -0.0753, -1.2996], [-2.6399, -0.3969, 1.1831], [-1.8855, 0.1305, 0.0555], [-1.7578, 2.6988, 0.7474], [-1.6791, 2.1065, -0.9446], [-0.0748, -1.7528, 1.1835], [0.6606, -0.2163, 2.1611], [1.5379, -1.0101, 0.7996], [0.9366, -1.6777, -1.4121], [1.1301, 0.1338, -1.7899], [-0.5472, -0.5978, -1.9185]], "atomic_forces_ev_per_a": [[0.8, 0.3, 2.0], [-0.7, 0.4, -0.2], [-1.7, -0.1, 0.4], [-2.4, 0.1, 1.2], [1.8, 0.7, -2.2], [0.4, 0.4, -0.5], [-0.1, -0.1, 0.8], [1.1, 0.5, -0.7], [-0.9, -0.4, -0.1], [0.6, -1.1, -0.3], [-0.3, 0.6, -0.3], [1.5, 1.3, 0.7], [-0.5, -1.1, -1.7], [2.0, -0.8, 0.1], [-1.2, 1.6, 0.6], [-1.2, -1.7, 0.5], [0.9, -0.6, -0.4]], "lowdin_charge": [-0.45, -0.10, -0.52, -0.03, -0.06, 0.14, -0.34, -0.31, 0.77, 0.14, 0.11, 0.13, 0.13, 0.05, 0.13, 0.13, 0.07]}

{"formula": "C18H18BrNO9PTeTi", "method": "ωB97M-V/def2-TZVPD", "e_tot_ev": -148624.912, "multiplicity": 3, "de_lowest_kj_mol": 20.32, "homo_lumo_gap_ev": [5.69, 7.64], "total_charge": -1, "symbols": ["Ti", "O", "C", "O", "C", "C", "C", "C", "C", "N", "C", "O", "O", "H", "H", "H", "H", "Br", "C", "C", "C", "C", "C", "C", "C", "O", "O", "H", "H", "H", "H", "C", "C", "O", "P", "O", "Te", "O", "C", "C", "H", "H", "H", "H", "H", "H", "H", "H", "H", "H"], "coordinates": [[-0.2267, 0.4927, 0.6947], [-3.0319, 3.7767, 0.9380], [-1.9380, 2.9924, 0.8026], [-2.0717, 1.7379, 0.7814], [-0.6728, 3.5795, 0.6733], [-0.3181, 4.9501, 0.6911], [0.9987, 5.2869, 0.5506], [1.9819, 4.2759, 0.3807], [1.5664, 2.9687, 0.3659], [0.2900, 2.6136, 0.5094], [2.4452, 1.7624, 0.1495], [3.6443, 1.8573, -0.0457], [1.7614, 0.6600, 0.1532], [-3.7764, 3.1659, 1.0266], [-1.0870, 5.6996, 0.8166], [1.2905, 6.3295, 0.5641], [3.0317, 4.4964, 0.2560], [-1.8370, 0.8589, -6.1363], [-2.0397, 0.2433, -4.3499], [-3.1762, -0.4681, -4.0014], [-3.3118, -0.9120, -2.6979], [-2.3386, -0.6535, -1.7367], [-1.2127, 0.0581, -2.1180], [-1.0519, 0.5108, -3.4236], [-2.5791, -1.1809, -0.3318], [-3.5256, -1.9318, -0.1514], [-1.7453, -0.8161, 0.5722], [-3.9396, -0.6710, -4.7398], [-4.1798, -1.4773, -2.3872], [-0.3644, 0.2896, -1.4767], [-0.1654, 1.0618, -3.7050], [3.8963, -1.7526, 0.2090], [3.6376, -1.4616, 1.6689], [2.6268, -2.3384, 2.2245], [1.0886, -1.9394, 2.0544], [0.6981, -1.6781, 0.6293], [0.4897, -0.0282, 3.3336], [0.3909, -3.2132, 2.6930], [0.1490, -4.3621, 1.8490], [-1.3183, -4.4246, 1.4903], [4.6276, -1.0360, -0.1673], [2.9800, -1.6273, -0.3642], [4.2808, -2.7667, 0.0817], [3.3320, -0.4250, 1.8127], [4.5250, -1.6500, 2.2732], [0.4657, -5.2299, 2.4284], [0.7695, -4.3017, 0.9526], [-1.9255, -4.5323, 2.3893], [-1.5071, -5.2778, 0.8352], [-1.6273, -3.5124, 0.9818]], "atomic_forces_ev_per_a": [[0.2, -0.4, 0.5], [0.0, 0.0, 0.0], [0.0, 0.0, 0.0], [0.1, -0.1, 0.0], [0.0, -0.1, 0.0], [0.1, 0.0, 0.0], [-0.1, 0.0, 0.0], [0.1, 0.0, 0.0], [-0.1, 0.1, 0.0], [-0.1, -0.2, 0.0], [0.1, -0.1, -0.3], [-0.1, 0.0, 0.1], [-0.3, 0.0, -0.2], [0.0, 0.0, 0.0], [0.0, 0.0, 0.0], [0.0, 0.0, 0.0], [0.0, 0.0, 0.0], [0.0, 0.0, 0.0], [0.0, 0.0, 0.0], [0.0, 0.0, 0.0], [0.0, 0.0, 0.0], [-0.1, 0.0, 0.0], [0.1, 0.2, -0.3], [0.0, 0.0, 0.1], [0.0, -0.1, 0.1], [0.0, 0.0, 0.0], [0.3, 0.5, -0.4], [0.0, 0.0, 0.0], [0.0, 0.0, 0.0], [-0.1, -0.2, 0.0], [0.0, 0.0, 0.0], [0.0, 0.0, 0.0], [0.1, 0.0, 0.0], [-0.1, -0.1, -0.2], [0.0, 0.2, 0.0], [0.0, 0.1, 0.2], [-0.1, 0.2, 0.3], [0.0, -0.1, -0.1], [-0.1, 0.0, 0.0], [0.0, 0.0, 0.0], [0.0, 0.0, 0.0], [0.0, 0.0, 0.0], [0.0, 0.0, 0.0], [0.0, 0.0, 0.0], [0.0, 0.0, 0.0], [0.0, 0.0, 0.0], [0.0, 0.0, 0.0], [0.0, 0.0, 0.0], [0.0, 0.0, 0.0], [0.0, 0.0, 0.0]], "lowdin_charge": [0.82, 0.10, -0.47, -0.07, -0.20, -0.02, -0.08, -0.02, -0.20, 0.03, -0.57, 0.06, -0.20, 0.12, 0.11, 0.10, 0.11, 0.70, -0.69, -0.12, -0.01, -0.10, -0.01, -0.11, -0.58, 0.05, -0.17, 0.10, 0.12, 0.08, 0.11, -0.08, -0.27, -0.26, 0.12, -0.39, 0.66, -0.28, -0.27, -0.06, 0.08, 0.06, 0.07, 0.08, 0.11, 0.11, 0.11, 0.08, 0.08, 0.06]}